# 1
ORCA calculation (ωB97M-V with the def2-TZVPD basis set) on a structure of composition C6H6Br2F7N2O6S2.

Cartesian coordinates (Å):
C1 3.727 1.847 1.362
C2 3.605 2.891 0.246
Br1 3.736 2.006 -1.489
C3 2.404 3.833 0.430
Br2 2.006 4.928 -1.148
N1 1.275 3.148 1.018
F1 0.207 4.068 1.088
C4 0.722 2.004 0.291
O1 0.605 0.953 0.844
O2 0.358 2.273 -0.965
H1 4.776 1.625 1.563
H2 3.265 0.907 1.054
H3 3.212 2.161 2.268
H4 4.485 3.533 0.267
H5 2.718 4.583 1.156
H6 0.501 1.465 -1.489
C5 -1.850 -0.652 -1.590
F2 -1.730 0.039 -2.734
F3 -0.637 -0.712 -1.029
F4 -2.650 0.039 -0.776
S1 -2.518 -2.329 -1.956
O3 -1.528 -2.931 -2.804
O4 -3.813 -2.088 -2.526
N2 -2.522 -2.837 -0.460
S2 -3.022 -4.295 -0.105
O5 -2.158 -5.358 -0.534
O6 -4.436 -4.504 -0.237
C6 -2.736 -4.164 1.711
F5 -3.464 -3.184 2.255
F6 -1.451 -3.934 1.993
F7 -3.089 -5.314 2.295

The calculation puts the frontier orbital gap at 8.30 eV. For the LUMO energy, the calculation gives 1.94 eV. As for the total charge: -1. The maximum force comes out at 0.756 eV/Å.

Results of the Mulliken charge analysis, in e, for atoms 1 through 4:
1. C -1.245
2. C -0.089
3. Br -0.104
4. C -0.588



# 2
ORCA calculation (ωB97M-V with the def2-TZVPD basis set) on a structure of composition C26H22F2N3O5Ti at a distorted geometry.

Cartesian coordinates (Å):
Ti1 1.318 -0.392 -0.229
C1 3.094 -1.192 3.650
C2 2.782 -0.099 2.653
C3 2.906 1.290 3.264
O1 1.426 -0.272 2.112
C4 3.703 -0.166 1.442
O2 4.885 -0.224 1.526
O3 3.020 -0.088 0.272
H1 2.471 -1.074 4.541
H2 4.137 -1.099 3.950
H3 2.943 -2.181 3.221
H4 2.200 1.403 4.090
H5 2.726 2.074 2.529
H6 3.915 1.416 3.657
H7 0.798 -0.203 2.840
F1 1.697 -2.247 -5.300
C5 1.598 -1.187 -4.488
C6 1.516 -1.397 -3.122
C7 1.404 -0.298 -2.287
C8 1.397 1.005 -2.816
C9 1.481 1.148 -4.193
F2 1.463 2.369 -4.753
C10 1.580 0.070 -5.050
C11 1.266 2.113 -1.851
C12 1.337 3.473 -2.134
C13 1.151 4.386 -1.114
C14 0.888 3.943 0.175
C15 0.854 2.587 0.393
N1 1.055 1.697 -0.586
H8 1.559 -2.408 -2.742
H9 1.642 0.216 -6.119
H10 1.530 3.806 -3.140
H11 1.204 5.446 -1.328
H12 0.719 4.629 0.993
H13 0.656 2.175 1.373
N2 -8.737 0.824 0.315
C16 -7.602 0.655 0.282
C17 -6.173 0.439 0.240
C18 -5.613 -0.275 -0.817
C19 -4.247 -0.480 -0.857
C20 -3.427 0.022 0.157
C21 -3.998 0.739 1.210
C22 -5.364 0.947 1.252
C23 -2.002 -0.188 0.113
C24 -0.792 -0.329 0.076
H14 -6.251 -0.654 -1.603
H15 -3.804 -1.007 -1.692
H16 -3.365 1.134 1.993
H17 -5.810 1.503 2.065
N3 -1.131 -3.370 0.084
C25 -0.101 -3.751 1.103
C26 1.254 -3.158 0.770
O4 2.219 -3.513 1.379
O5 1.213 -2.274 -0.219
H18 -1.193 -2.328 0.007
H19 -2.055 -3.721 0.333
H20 -0.889 -3.726 -0.841
H21 -0.019 -4.833 1.156
H22 -0.432 -3.372 2.067

The calculation puts the frontier orbital gap at 7.87 eV. For the LUMO energy, the calculation gives -3.76 eV. As for the total charge: +1. The maximum force comes out at 1.241 eV/Å.

Results of the Mulliken charge analysis, in e, for atoms 1 through 4:
1. Ti -1.180
2. C -1.687
3. C 1.695
4. C -1.810



# 3
ORCA calculation (ωB97M-V with the def2-TZVPD basis set) on a structure of composition C22H21ClFN2O2PPd at a distorted geometry.

Cartesian coordinates (Å):
Pd1 -0.040 1.656 -0.559
C1 3.614 3.819 -0.253
C2 2.358 3.252 -0.830
N1 2.136 1.983 -0.891
O1 3.117 1.231 -0.216
C3 1.327 4.137 -1.349
C4 1.591 5.537 -1.799
N2 0.114 3.634 -1.392
O2 -0.878 4.244 -1.830
H1 3.815 3.347 0.706
H2 3.518 4.894 -0.118
H3 4.467 3.618 -0.904
H4 2.955 0.342 -0.549
H5 2.572 5.634 -2.267
H6 1.538 6.247 -0.968
H7 0.828 5.824 -2.520
Cl1 -2.582 1.621 -0.186
C5 -3.067 -0.013 -0.604
C6 -4.393 -0.193 -0.948
C7 -4.830 -1.466 -1.287
C8 -3.942 -2.531 -1.280
C9 -2.615 -2.324 -0.928
C10 -2.150 -1.059 -0.578
P1 -0.415 -0.734 -0.092
C11 -0.490 -0.756 1.727
C12 0.528 -0.117 2.430
C13 0.521 -0.119 3.817
C14 -0.511 -0.738 4.509
C15 -1.541 -1.357 3.814
C16 -1.528 -1.368 2.425
C17 0.449 -2.261 -0.552
C18 0.803 -3.236 0.378
C19 1.466 -4.385 -0.038
C20 1.774 -4.569 -1.378
C21 1.427 -3.597 -2.310
C22 0.776 -2.445 -1.896
H8 -5.066 0.654 -0.956
H9 -5.866 -1.618 -1.562
H10 -4.279 -3.525 -1.546
H11 -1.927 -3.160 -0.922
H12 1.305 0.421 1.902
H13 1.309 0.392 4.355
H14 -0.521 -0.724 5.592
H15 -2.355 -1.829 4.349
H16 -2.333 -1.855 1.888
H17 0.565 -3.097 1.425
H18 1.742 -5.137 0.691
H19 2.292 -5.465 -1.697
H20 1.673 -3.733 -3.356
H21 0.520 -1.682 -2.624
F1 0.228 2.604 1.182

The calculation puts the frontier orbital gap (alpha / beta) at 7.65 / 6.74 eV. For the LUMO energy (alpha / beta), the calculation gives 0.35 / -0.75 eV. As for the expectation value of S²: 2.0180. As for the total charge: 0. As for the multiplicity: 3. The maximum force comes out at 1.116 eV/Å.

Results of the Mulliken charge analysis, in e, for atoms 1 through 4:
1. Pd -0.362
2. C -1.385
3. C 0.793
4. N -0.207



# 4
ORCA calculation (ωB97M-V with the def2-TZVPD basis set) on a cluster of 10 separate species, C20H52F3IN24O14PS in total at a distorted geometry.

Cartesian coordinates (Å):
O1 2.256 -2.260 1.224
P1 0.937 -2.483 1.840
O2 0.815 -1.653 3.262
O3 0.695 -4.051 2.263
C1 -0.438 -1.989 0.671
N1 -1.223 -0.824 0.667
C2 -2.199 -0.801 -0.363
N2 -3.125 0.086 -0.676
I1 -4.520 0.026 -2.159
C3 -3.163 1.286 0.241
C4 -3.619 2.621 -0.439
O4 -3.428 3.647 0.561
C5 -2.685 3.074 -1.644
F1 -1.626 2.246 -1.848
F2 -2.176 4.320 -1.409
F3 -3.444 3.219 -2.782
N3 -1.983 -2.000 -1.024
C6 -2.557 -2.757 -2.149
C7 -2.100 -2.319 -3.588
C8 -1.306 -0.961 -3.674
C9 0.262 -1.155 -3.880
S1 0.980 0.342 -4.713
C10 2.002 1.062 -3.395
N4 2.743 0.226 -2.660
N5 3.422 0.941 -1.706
C11 3.068 2.202 -1.927
O5 2.164 2.374 -2.950
N6 -0.978 -2.660 -0.415
H1 0.473 -0.751 3.079
H2 1.550 -4.433 2.584
H3 -2.163 1.489 0.698
H4 -3.832 1.006 1.102
H5 -4.705 2.679 -0.697
H6 -4.064 3.438 1.273
H7 -3.675 -2.798 -2.075
H8 -2.239 -3.828 -2.025
H9 -1.461 -3.149 -4.043
H10 -3.018 -2.255 -4.230
H11 -1.508 -0.231 -2.856
H12 -1.648 -0.457 -4.622
H13 0.723 -1.238 -2.869
H14 0.408 -2.057 -4.521
H15 3.385 3.113 -1.357
H16 -0.592 -3.574 -0.642
C12 3.987 1.504 4.445
O6 4.572 2.531 4.734
N7 4.078 0.924 3.214
N8 3.186 0.838 5.330
H17 3.604 0.077 2.958
H18 4.657 1.381 2.535
H19 3.092 1.232 6.250
H20 2.697 -0.009 5.109
C13 2.888 -7.364 1.538
O7 3.055 -6.408 2.283
N9 2.913 -8.648 1.981
N10 2.665 -7.221 0.202
H21 2.779 -9.446 1.389
H22 3.076 -8.791 2.963
H23 2.642 -6.285 -0.161
H24 2.527 -7.991 -0.426
C14 -1.685 0.869 5.620
O8 -2.407 1.611 4.969
N11 -0.320 0.972 5.596
N12 -2.168 -0.116 6.415
H25 0.294 0.376 6.117
H26 0.075 1.692 5.015
H27 -3.166 -0.221 6.457
H28 -1.591 -0.734 6.959
C15 6.010 4.334 -0.340
O9 4.981 4.041 -0.936
N13 6.886 5.258 -0.812
N14 6.361 3.760 0.840
H29 7.734 5.514 -0.342
H30 6.658 5.703 -1.684
H31 5.736 3.072 1.219
H32 7.198 3.986 1.344
C16 -1.894 -5.840 -4.884
O10 -1.754 -4.952 -4.045
N15 -0.898 -6.205 -5.730
N16 -3.055 -6.526 -5.033
H33 -0.991 -6.925 -6.422
H34 -0.023 -5.717 -5.648
H35 -3.815 -6.281 -4.423
H36 -3.190 -7.253 -5.711
C17 -3.808 -3.798 3.334
O11 -4.762 -3.863 4.084
N17 -3.719 -2.890 2.324
N18 -2.731 -4.615 3.428
H37 -2.941 -2.807 1.697
H38 -4.491 -2.257 2.210
H39 -2.734 -5.301 4.162
H40 -1.944 -4.561 2.809
C18 -1.077 -2.014 9.718
O12 -1.795 -1.274 9.061
N19 0.282 -1.917 9.711
N20 -1.576 -2.997 10.513
H41 0.887 -2.514 10.243
H42 0.687 -1.200 9.137
H43 -2.576 -3.099 10.544
H44 -1.007 -3.615 11.060
C19 1.336 5.004 -5.651
O13 2.101 4.137 -6.035
N21 0.876 5.996 -6.458
N22 0.878 5.048 -4.369
H45 0.245 6.719 -6.155
H46 1.195 5.995 -7.411
H47 1.192 4.324 -3.742
H48 0.254 5.754 -4.026
C20 -0.892 9.657 -6.594
O14 -0.468 8.764 -5.875
N23 -2.213 9.794 -6.891
N24 -0.078 10.589 -7.158
H49 -2.581 10.519 -7.478
H50 -2.844 9.122 -6.491
H51 0.905 10.519 -6.960
H52 -0.404 11.330 -7.750

The calculation puts the frontier orbital gap at 6.26 eV. For the LUMO energy, the calculation gives -3.94 eV. As for the total charge: +1. The maximum force comes out at 6.824 eV/Å.

Results of the Mulliken charge analysis, in e, for atoms 1 through 4:
1. O -0.659
2. P 0.809
3. O -0.468
4. O -0.445



> Which of these has the lowest total charge?

C6H6Br2F7N2O6S2